This record from the Open Molecules 2025 dataset describes an isolated molecule of C3H4Cl2N2 at a distorted geometry. The level of theory is ωB97M-V with the def2-TZVPD basis set.

```
11
C3H4Cl2N2 (ωB97M-V with the def2-TZVPD basis set)
Cl 1.633 2.179 0.232
C 0.849 0.688 -0.460
H 1.065 0.485 -1.564
C 1.624 -0.497 0.092
N -1.560 0.566 -0.862
H -0.750 0.742 1.022
H 1.546 -2.227 0.902
C -0.589 0.603 -0.117
Cl 3.379 -0.518 -0.348
H -2.492 0.378 -0.481
N 0.999 -1.325 0.795
```

Energy above the lowest of the compared OMol25 structures with the same formula, charge and spin   51.23 kJ/mol
SMILES string   [H]/N=C(\Cl)[C@H](Cl)/C=N/[H]
Calculated total energy   -31199.567 eV
HOMO energy   -9.99 eV
Orbital gap   10.49 eV

Atom charges from the natural (NBO) analysis, given in e for atoms 1 to 5: -0.023 -0.326 0.260 0.307 -0.596